This record from OMol25 describes a structure of composition C18H28MgNO4P2 at a distorted geometry. The level of theory is ωB97M-V with the def2-TZVPD basis set.

XYZ file:
```
54
Properties=species:S:1:pos:R:3:forces:R:3:nbo_charge:R:1
Mg 0.1141 0.2084 -0.0548 -0.1 0.0 0.8 1.636
P 2.5020 -0.6938 -0.0159 0.2 -0.2 -0.6 0.736
C 2.6233 -1.1186 -1.7991 0.1 0.1 -0.2 -0.754
C 1.2876 -1.4299 -2.4527 0.0 -0.2 -0.3 0.246
N 0.1456 -0.9173 -1.9448 0.0 0.0 -0.3 -0.627
C -1.0228 -1.1702 -2.5772 0.0 -0.4 -0.2 0.255
C -1.0861 -2.0156 -3.6840 0.0 0.4 0.1 -0.244
C 0.0872 -2.5354 -4.2199 0.0 0.0 0.1 -0.115
C 1.2924 -2.2306 -3.5963 0.0 0.1 0.4 -0.243
C -2.3099 -0.5285 -2.0871 0.1 -0.2 0.0 -0.754
P -2.0227 1.0339 -1.1505 -0.1 -0.6 -0.2 0.728
H 2.2639 -2.6015 -3.9295 -0.5 0.0 -0.1 0.236
H -2.0750 -2.1782 -4.1136 0.4 -0.1 -0.1 0.235
H 0.0649 -3.1534 -5.1149 0.0 0.1 0.2 0.240
H -2.9463 -0.2782 -2.9528 0.2 -0.3 0.3 0.250
H -2.8810 -1.2381 -1.4609 0.3 0.3 -0.2 0.269
H 3.1191 -0.2757 -2.3239 -0.3 -0.4 0.1 0.268
H 3.2728 -2.0077 -1.8681 -0.1 0.4 -0.2 0.244
H 1.7544 4.1550 -2.5816 0.2 -0.8 -0.4 0.483
O 2.0795 3.3589 -3.0607 0.5 1.3 -0.4 -0.959
H 2.6769 3.7457 -3.7530 -0.8 -0.6 0.9 0.478
H -0.6312 4.7849 -0.2920 -0.1 0.5 -1.2 0.478
O -0.6897 5.0586 -1.2415 -0.2 0.4 1.2 -0.960
H -1.0588 5.9695 -1.2195 0.4 -0.9 0.0 0.486
C -2.2501 2.2324 -2.4926 0.0 0.3 0.1 -0.941
H -3.2456 2.1027 -2.9408 0.3 0.1 0.1 0.236
H -2.1188 3.2502 -2.0941 0.0 -0.3 -0.4 0.277
H -1.4758 2.0311 -3.2518 -0.3 0.2 0.3 0.256
C -3.5075 1.0208 -0.1121 -0.2 0.5 0.2 -0.938
H -3.4422 1.8911 0.5592 -0.3 -0.4 -0.1 0.253
H -4.4101 1.0989 -0.7349 0.2 -0.1 0.3 0.241
H -3.5263 0.0879 0.4772 0.0 0.5 -0.2 0.262
C 2.4554 -2.3890 0.6329 0.0 0.0 0.4 -0.932
H 3.3928 -2.8879 0.3616 -0.2 0.0 0.1 0.232
H 2.3695 -2.3291 1.7251 -0.1 -0.3 -0.2 0.255
H 1.5996 -2.9320 0.2096 0.2 0.1 0.3 0.253
C 4.2060 -0.1644 0.3400 -0.1 0.1 0.2 -0.923
H 4.2457 0.0781 1.4136 0.2 0.0 -0.4 0.258
H 4.8977 -0.9908 0.1160 -0.1 0.4 0.1 0.239
H 4.4413 0.7228 -0.2700 0.0 -0.3 0.4 0.255
O 0.0848 1.0268 1.8576 -0.8 -1.7 0.2 -0.828
C -0.4017 -0.1075 2.2653 0.2 0.4 -1.2 0.761
O -0.6322 -1.0565 1.4129 0.4 1.3 0.4 -0.846
C -0.6713 -0.3427 3.7005 0.1 0.0 0.3 -0.195
C -0.7206 -1.6540 4.1820 0.0 0.1 0.3 -0.158
C -0.8399 -1.8877 5.5558 0.0 0.5 0.0 -0.219
C -0.9598 -0.7937 6.4386 0.0 0.0 -0.5 -0.177
C -0.9553 0.5226 5.9382 0.1 -0.3 -0.2 -0.219
C -0.7912 0.7449 4.5673 0.1 -0.2 0.2 -0.153
H -0.6380 -2.4564 3.4513 0.0 0.0 0.3 0.231
H -0.8202 -2.9151 5.9296 -0.1 0.4 -0.1 0.225
H -1.0599 -0.9677 7.5157 0.1 0.1 -0.5 0.226
H -1.0532 1.3790 6.6103 0.0 -0.4 -0.2 0.225
H -0.7331 1.7426 4.1300 0.0 -0.2 0.3 0.232
```
Forces are in eV/Å.

Net charge: +1
LUMO: -0.094 hartree
Energy: -1941.1811 Eh
Frontier orbital gap: 0.3276 Eh
HOMO: -11.46 eV